Entry 1:
ORCA calculation (ωB97M-V/def2-TZVPD) on a structure of composition C22H45N2O2P3PtS at a distorted geometry.

Cartesian coordinates (Å):
1 H 3.588 5.671 0.755
2 H -1.177 2.227 -2.682
3 H 1.488 -2.835 3.246
4 H 1.794 -4.601 0.231
5 H -2.113 -2.177 3.763
6 H 1.612 -3.479 -3.632
7 H 2.391 -0.878 4.175
8 H 2.538 -0.174 2.535
9 C -0.368 -0.249 2.463
10 H -1.657 -0.008 -3.751
11 H 1.169 6.522 0.327
12 H -3.870 -2.094 0.772
13 H -4.900 -0.633 0.609
14 H -3.079 -1.590 -3.610
15 H 0.973 4.224 2.820
16 H 1.094 2.622 -1.677
17 C 3.626 -2.451 -1.493
18 C 1.927 4.004 2.323
19 C -3.735 0.790 -1.651
20 N -1.639 -0.313 2.866
21 H 0.221 -2.499 4.448
22 C 3.297 4.899 0.032
23 H -3.010 -0.762 4.360
24 C 0.594 5.598 0.458
25 C 0.512 -2.358 3.397
26 O -1.355 -1.978 -0.093
27 H 2.117 -3.023 1.030
28 C 0.444 -0.547 -3.857
29 P 1.696 4.124 0.498
30 C -0.637 0.295 -3.496
31 S 0.019 0.936 1.200
32 H 1.689 0.727 3.815
33 C 1.762 -0.152 -3.576
34 H 3.885 -1.606 -0.841
35 H 2.221 2.976 2.570
36 H 3.863 -2.174 -2.528
37 C -0.364 1.543 -2.902
38 H 0.001 5.637 1.380
39 H -3.564 0.459 2.863
40 H 0.465 -3.417 0.495
41 H 2.702 4.704 2.664
42 H -0.087 5.469 -0.394
43 H -2.753 0.525 1.271
44 C 1.530 -3.533 0.257
45 C 1.253 0.235 0.118
46 N 0.626 -0.936 3.072
47 C -2.029 -1.113 4.030
48 C 1.888 -0.275 3.410
49 C -4.488 -1.504 0.077
50 C -2.615 0.652 2.355
51 P -3.527 -0.960 -1.336
52 H -0.216 -2.843 2.736
53 C 1.367 -3.918 -2.656
54 H 0.280 -4.069 -2.608
55 H -4.824 -1.666 -3.198
56 H -3.708 -2.963 -2.644
57 H -4.776 1.050 -1.415
58 O 2.420 0.085 0.465
59 C -3.807 -1.886 -2.842
60 H 2.595 -0.785 -3.883
61 C 1.999 0.931 -2.715
62 H -5.322 -2.126 -0.281
63 H 4.057 4.108 0.002
64 H 1.890 -4.875 -2.518
65 H 0.234 -1.489 -4.373
66 C 0.912 1.780 -2.347
67 P 1.832 -2.740 -1.350
68 H -1.309 -0.986 4.851
69 Pt 0.474 -0.189 -1.722
70 H 4.184 -3.350 -1.197
71 H -3.051 1.387 -1.031
72 H -3.542 1.005 -2.709
73 H -2.301 1.686 2.561
74 C -1.606 -1.157 -0.963
75 H 3.203 5.330 -0.973
76 H 2.996 1.158 -2.354

Results
spin multiplicity: 5
F_max: 5.86 eV/A
gap between HOMO and LUMO (alpha / beta): 5.0 / 5.3 eV
energy above the lowest of the compared OMol25 structures with the same formula, charge and spin: 23.24 kcal/mol
E_HOMO (alpha / beta): -0.618 / -0.722 Ha
<S²>: 6.018
total energy: -2665.1127 a.u.
LUMO (alpha / beta): -11.78 / -14.35 eV
charge: +4

---

Entry 2:
ORCA calculation (ωB97M-V/def2-TZVPD) on a structure of composition C22H45N2P3SV at a distorted geometry.

Cartesian coordinates (Å):
1 N -1.544 -0.462 0.356
2 C 0.471 2.114 -1.581
3 H 0.681 3.184 -1.433
4 C -0.647 3.278 0.791
5 H -5.705 -1.261 0.105
6 H -0.761 2.083 -7.714
7 H 0.637 2.735 3.101
8 C -5.183 -0.312 0.299
9 H -1.131 1.252 -2.847
10 H 2.205 -3.469 -0.546
11 H -1.584 -1.334 -3.696
12 C 0.486 1.721 2.699
13 C -3.771 -0.493 0.671
14 H -1.228 -4.459 -1.277
15 H -0.162 -0.863 2.975
16 H -2.683 -1.986 -2.426
17 H 1.992 -0.918 2.676
18 H 2.449 2.805 -0.413
19 C 0.018 0.995 -6.020
20 S 1.154 -0.442 -3.867
21 N -2.768 -0.066 -0.113
22 C -0.780 -1.629 2.479
23 H -0.360 4.033 1.540
24 H -0.259 -3.813 0.096
25 H 3.050 0.349 1.958
26 C 1.136 1.135 -8.160
27 P -0.316 -2.354 -1.845
28 H 2.153 3.739 1.067
29 H 3.444 -1.106 -1.817
30 H 3.738 0.365 -0.832
31 H 3.119 0.195 -8.244
32 C 2.187 -0.045 -6.331
33 C 1.082 0.226 -5.506
34 H 1.252 1.053 3.107
35 H -3.621 -1.544 2.646
36 H 0.256 -3.847 -3.636
37 C 2.338 -2.960 0.413
38 H -2.860 0.337 -1.042
39 C -3.168 -1.076 1.781
40 C -1.010 -3.569 -0.670
41 C 0.843 -3.444 -2.789
42 H 0.357 0.507 -3.266
43 C -1.742 -2.157 -2.979
44 H -1.817 -3.101 -3.540
45 H -0.793 1.284 -5.357
46 H -1.671 2.315 -1.421
47 H -5.713 0.199 1.115
48 C 2.750 -0.704 1.912
49 H -1.326 -2.137 3.295
50 V 0.138 -0.179 -0.781
51 H 4.484 -1.187 -0.365
52 H -0.511 1.364 2.994
53 C 3.584 -0.723 -0.796
54 C -1.792 -1.056 1.565
55 H -0.134 -2.406 2.027
56 H -1.939 -3.218 -0.201
57 C 2.197 2.725 0.649
58 P 2.120 -1.159 0.245
59 H 1.646 -3.374 1.159
60 P 0.572 1.879 0.872
61 H 3.005 2.173 1.142
62 C 2.220 0.400 -7.652
63 H 3.366 -3.135 0.761
64 C 0.050 1.452 -7.337
65 H -0.678 3.760 -0.196
66 H 1.380 1.509 -1.833
67 H 1.678 -2.854 -3.198
68 H 1.242 -4.296 -2.207
69 C -0.870 1.701 -1.867
70 H 3.626 -1.331 2.138
71 H 1.179 1.468 -9.197
72 H -1.660 2.906 1.007
73 H -5.226 0.298 -0.609
74 H 3.035 -0.555 -5.879

Results
spin multiplicity: 3
F_max: 2.92 eV/A
gap between HOMO and LUMO (alpha / beta): 4.6 / 4.8 eV
E_HOMO (alpha / beta): -0.583 / -0.583 Ha
<S²>: 2.042
total energy: -3340.0027 a.u.
LUMO (alpha / beta): -11.24 / -11.01 eV
charge: +3

---

Entry 3:
ORCA calculation (ωB97M-V/def2-TZVPD) on a cluster of 6 separate species, C22H45NO18S in total.

Cartesian coordinates (Å):
1 O 3.257 -3.180 0.681
2 H 2.821 -1.036 -2.263
3 H -0.621 2.670 4.731
4 H -3.086 2.320 -6.637
5 C -0.164 2.714 3.744
6 C 3.752 1.602 0.548
7 H 6.822 -5.217 -0.078
8 H 1.394 -3.893 1.287
9 H -6.459 -1.666 -4.236
10 H 3.110 2.474 0.702
11 H 3.014 6.289 4.533
12 H 4.453 5.356 5.026
13 O -3.499 -4.089 -1.589
14 C 2.576 -0.278 -1.519
15 H -1.491 0.832 1.753
16 C -1.778 -0.174 2.055
17 C -4.423 -5.459 0.482
18 C 3.177 1.084 -1.887
19 O 0.192 2.169 0.641
20 H -0.248 1.754 3.247
21 H -4.687 -5.786 1.483
22 H -5.189 -2.391 -3.209
23 C -3.345 -3.641 -0.482
24 H 2.951 -0.652 -0.568
25 C -4.989 1.377 5.024
26 O -3.798 0.777 -5.552
27 H -5.231 -2.737 -4.953
28 H -4.821 1.996 -6.892
29 H 6.333 -5.261 1.637
30 C -2.279 -1.753 -1.327
31 H -2.495 -0.591 1.355
32 H 5.126 0.914 -0.976
33 H 3.504 0.151 -3.847
34 H -3.606 0.924 -7.619
35 C 4.252 1.571 -0.897
36 C 3.686 1.101 -3.347
37 H 5.362 3.392 -0.512
38 C -3.839 1.548 -6.758
39 H -1.546 -2.332 -1.885
40 C 0.133 1.404 -0.269
41 H -5.830 1.044 4.418
42 H -3.110 -1.487 -1.977
43 H -0.640 3.486 3.144
44 H 4.590 1.692 1.240
45 H -0.061 1.436 -2.234
46 N -0.652 1.518 -1.414
47 C 2.036 -3.023 1.413
48 S -1.493 3.064 -1.465
49 C -4.671 -0.233 -5.522
50 H 1.555 -2.142 0.994
51 O 2.892 4.213 4.467
52 C -3.413 0.628 3.493
53 C 3.996 -4.223 1.059
54 O -3.921 1.268 2.609
55 H -1.818 -0.851 -0.936
56 O 0.809 0.214 -0.177
57 O -5.442 -0.518 -6.400
58 H 5.187 3.048 -2.233
59 H 2.238 -2.868 2.471
60 H 5.495 -6.286 0.452
61 C 5.988 -5.328 0.607
62 O 1.148 -0.292 -1.487
63 C 3.370 5.415 5.076
64 H 3.043 5.477 6.112
65 O 1.244 2.959 3.853
66 O -4.540 -0.865 -4.359
67 O -3.831 0.579 4.758
68 H -5.318 -5.333 -0.124
69 H 3.808 3.641 -1.302
70 H -3.764 -6.184 0.008
71 C -5.419 -1.985 -4.190
72 O -2.333 -0.142 3.378
73 H -0.903 -0.816 2.117
74 O -2.741 -2.492 -0.188
75 H -5.204 1.235 6.079
76 C 1.560 4.108 4.437
77 O 5.096 -4.250 0.305
78 H 3.182 1.863 -3.941
79 O 3.719 -5.005 1.929
80 H -1.388 3.161 -2.794
81 H -4.786 2.426 4.818
82 O 0.786 4.924 4.871
83 C 4.686 2.990 -1.268
84 H 4.754 1.308 -3.398
85 H 2.366 1.820 -1.815
86 O -3.752 -4.206 0.653
87 H 3.163 0.733 0.834

Results
F_max: 0.89 eV/A
gap between HOMO and LUMO: 9.5 eV
E_HOMO: -0.341 Ha
SMILES string: CC(C)[C@@H](C)COOC(=O)NS.COC(=O)OC.COC(=O)OC.COC(=O)OC.COC(=O)OC.COC(=O)OC
total energy: -2672.4642 a.u.
LUMO: 0.18 eV
charge: 0